The following is a DFT calculation (wB97M-V/def2-TZVPD) of a 3-piece molecular cluster, C3H14N2O overall.

**Frontier orbital gap**: 8.10 eV
**HOMO level**: -17.9 eV
**Charge**: +2

XYZ file:
```
20
Properties=species:S:1:pos:R:3:forces:R:3
C 0.7142 0.6015 -0.4243 1.194 1.346 -0.270
C 0.3921 0.9722 1.1232 -2.197 -0.594 -0.420
C -0.8302 0.1077 1.1313 -1.226 0.740 3.190
N -2.7038 1.0516 1.9493 1.566 -0.749 1.285
N 0.5796 -0.9612 -0.7196 0.591 1.484 1.432
H 1.7277 0.9932 -0.5646 0.200 -0.985 -0.192
H 0.1683 1.1298 -1.2317 -0.326 -0.407 0.854
H -0.0722 2.0164 1.4411 1.715 -1.536 -1.423
H 1.2169 0.6435 1.7841 -0.588 0.370 -0.251
H -1.4715 0.3990 0.3421 -0.530 -0.995 -0.966
H -0.9013 -0.8346 1.7760 -0.258 1.214 -1.319
H -2.4623 1.2985 2.9171 -0.183 0.113 -0.350
H -3.3800 0.3035 2.0274 -0.191 -0.318 -0.140
H -3.1690 1.8421 1.5242 0.161 0.340 -0.397
H 1.1715 -1.2728 -1.5187 0.058 0.202 -0.045
H -0.4270 -1.1136 -0.9577 1.095 -0.545 0.321
H 0.9243 -1.4561 0.1639 -0.786 0.202 -1.703
H 2.6508 -2.6766 -3.7145 0.238 -0.046 -0.226
H 3.2936 -1.2526 -3.6969 0.170 -0.183 -0.221
O 2.5782 -1.7915 -3.3518 -0.704 0.346 0.843
```
Forces are in eV/Å.

In the Mulliken picture, each atom carries the following charge in e: number 1, C, carries -0.690; number 2, C, carries -0.175; number 3, C, carries -0.511; number 4, N, carries -0.729; number 5, N, carries -0.310; number 6, H, carries 0.402; number 7, H, carries 0.433; number 8, H, carries 0.333; number 9, H, carries 0.318; number 10, H, carries 0.516; number 11, H, carries 0.347; number 12, H, carries 0.350; number 13, H, carries 0.328; number 14, H, carries 0.325; number 15, H, carries 0.219; number 16, H, carries 0.440; number 17, H, carries 0.405; number 18, H, carries 0.332; number 19, H, carries 0.328; number 20, O, carries -0.661


The following is a DFT calculation (wB97M-V/def2-TZVPD) of a 3-piece molecular cluster, C3H14N2O2 overall.

**Frontier orbital gap (spin up / spin down)**: 1.67 / 8.05 eV
**Multiplicity**: 2
**HOMO level (spin up / spin down)**: 1.1 / -5.3 eV
**Charge**: -1

XYZ file:
```
21
Properties=species:S:1:pos:R:3:forces:R:3
N 0.1363 0.3804 0.1620 -3.162 1.474 1.985
C -1.0379 1.3262 0.3068 0.112 -1.732 -1.842
C -0.4632 2.6176 0.7627 -2.213 0.038 0.982
C -1.8101 1.4548 -1.0624 -1.395 -0.988 0.850
N -2.2793 0.0895 -1.6289 -0.535 0.815 3.269
H 0.5426 0.2103 1.1446 0.362 -0.099 -3.049
H 0.2293 0.3801 -0.8372 1.948 -1.214 0.292
H -1.7182 0.9049 1.0223 -0.612 -0.204 0.429
H -0.0087 2.9544 -0.1114 1.508 1.337 -0.880
H -1.1383 3.3431 1.2492 -0.013 -0.124 -0.541
H 0.1445 2.2225 1.5170 1.744 0.577 1.153
H -1.2222 1.9319 -1.8804 -0.244 -0.138 0.799
H -2.7497 2.0672 -0.8116 1.389 -0.353 -0.563
H -3.2067 -0.1459 -1.1598 1.732 0.272 -0.460
H -2.5703 0.3048 -2.5272 -0.565 0.330 -2.392
H 4.4716 1.1492 5.3878 0.172 -0.296 -0.164
H 4.0210 0.4815 4.0907 1.300 -0.245 1.120
O 4.7577 0.4238 4.8001 -1.534 0.532 -0.991
H -0.4596 -5.4262 -4.3919 0.193 0.432 3.086
H -0.0977 -5.2975 -2.5592 -0.928 -0.003 -3.158
O 0.0711 -5.5189 -3.5385 0.741 -0.411 0.075
```
Forces are in eV/Å.

In the Mulliken picture, each atom carries the following charge in e: number 1, N, carries -0.919; number 2, C, carries -0.141; number 3, C, carries -1.663; number 4, C, carries -0.950; number 5, N, carries -0.644; number 6, H, carries 0.523; number 7, H, carries 0.335; number 8, H, carries 0.262; number 9, H, carries 0.293; number 10, H, carries 0.386; number 11, H, carries 0.615; number 12, H, carries 0.592; number 13, H, carries 0.393; number 14, H, carries 0.245; number 15, H, carries 0.232; number 16, H, carries 0.641; number 17, H, carries 0.591; number 18, O, carries -1.742; number 19, H, carries 0.365; number 20, H, carries 0.395; number 21, O, carries -0.810


The following is a DFT calculation (wB97M-V/def2-TZVPD) of a 3-piece molecular cluster, C3H14N2O2 overall.

**Frontier orbital gap**: 10.20 eV
**Structure (SMILES)**: C[C@H](N)CN.O.O
**HOMO level**: -9.6 eV

XYZ file:
```
21
Properties=species:S:1:pos:R:3:forces:R:3
C -0.2565 0.0144 -2.0661 -0.858 0.896 0.378
C 0.3339 0.0718 -0.6657 0.451 -0.816 0.724
N 1.8060 -0.1721 -0.6296 -0.541 -0.057 -0.857
C -0.3250 -0.9785 0.2651 0.196 0.607 -0.808
N -0.3931 -0.6164 1.6497 0.455 0.162 1.254
H 0.4095 0.5153 -2.7629 0.083 -0.392 -0.389
H -0.5752 -0.9883 -2.3434 0.650 -0.231 -0.272
H -1.2005 0.5745 -2.1185 0.113 0.084 0.188
H 0.1948 1.0265 -0.1539 -0.182 0.283 -0.408
H 1.9494 -1.0980 -1.0401 0.010 -0.049 0.341
H 2.1949 0.4144 -1.3670 0.274 0.251 0.334
H 0.3047 -1.8625 0.2076 -0.259 -0.404 -0.163
H -1.3250 -1.1878 -0.1121 -0.057 -0.235 0.105
H -0.9392 0.2118 1.8364 -0.384 0.081 -0.285
H 0.5367 -0.3560 1.9717 0.024 -0.264 -0.005
O 1.1320 4.3694 -0.2837 0.123 -0.125 0.340
H 0.8745 3.4904 -0.5756 -0.026 0.074 -0.108
H 0.9094 4.9739 -0.9911 -0.101 0.037 -0.234
O -1.7504 -3.1226 3.1464 1.137 -1.029 0.320
H -2.6690 -2.9228 3.1066 -0.816 0.631 -0.151
H -1.2120 -2.3572 2.9262 -0.295 0.497 -0.305
```
Forces are in eV/Å.

In the Mulliken picture, each atom carries the following charge in e: number 1, C, carries -1.438; number 2, C, carries 0.643; number 3, N, carries -0.696; number 4, C, carries -0.748; number 5, N, carries -0.636; number 6, H, carries 0.404; number 7, H, carries 0.343; number 8, H, carries 0.349; number 9, H, carries 0.114; number 10, H, carries 0.263; number 11, H, carries 0.253; number 12, H, carries 0.311; number 13, H, carries 0.375; number 14, H, carries 0.219; number 15, H, carries 0.257; number 16, O, carries -0.637; number 17, H, carries 0.326; number 18, H, carries 0.318; number 19, O, carries -0.674; number 20, H, carries 0.296; number 21, H, carries 0.357


The following is a DFT calculation (wB97M-V/def2-TZVPD) of a 3-piece molecular cluster, C3H14N2O2 overall.

**Frontier orbital gap**: 10.05 eV
**Structure (SMILES)**: NCCCN.O.O
**HOMO level**: -9.4 eV

XYZ file:
```
21
Properties=species:S:1:pos:R:3:forces:R:3
N -0.2723 -1.6869 0.3033 -0.872 -0.367 -0.243
C -0.3779 -0.2533 0.5984 0.409 0.221 0.113
C -0.9247 0.5985 -0.5473 -0.260 -0.443 -0.740
C -0.4627 2.0505 -0.6507 0.549 0.549 0.655
N -1.5855 2.9982 -0.6897 0.186 -0.100 -0.273
H -1.1148 -2.1904 0.5729 0.035 0.227 0.377
H -0.3216 -1.8227 -0.7029 0.571 0.123 -0.058
H -0.9721 -0.0906 1.4939 -0.202 -0.146 0.157
H 0.6214 0.0752 0.8830 0.169 0.212 -0.213
H -2.0174 0.5921 -0.5352 -0.008 0.052 0.109
H -0.6788 0.0789 -1.4849 0.095 0.110 0.113
H 0.2375 2.2796 0.1708 -0.220 -0.138 0.124
H 0.1699 2.2330 -1.5224 -0.333 -0.182 -0.296
H -1.2936 3.8957 -1.0636 -0.024 -0.135 0.133
H -1.9305 3.1568 0.2463 -0.100 0.061 0.061
O 2.8065 0.5926 -1.9294 0.289 -0.013 -0.232
H 3.4288 0.7893 -2.6477 -0.355 -0.035 0.321
H 2.0823 1.2171 -2.0273 0.049 0.045 -0.079
O 0.2924 -3.9526 2.8793 -0.129 1.126 -0.074
H -0.5729 -3.5748 2.6590 0.088 -0.486 0.060
H 0.8271 -3.1389 2.8050 0.063 -0.681 -0.018
```
Forces are in eV/Å.

In the Mulliken picture, each atom carries the following charge in e: number 1, N, carries -0.590; number 2, C, carries -0.435; number 3, C, carries -0.526; number 4, C, carries -0.431; number 5, N, carries -0.678; number 6, H, carries 0.234; number 7, H, carries 0.232; number 8, H, carries 0.292; number 9, H, carries 0.305; number 10, H, carries 0.352; number 11, H, carries 0.227; number 12, H, carries 0.364; number 13, H, carries 0.217; number 14, H, carries 0.232; number 15, H, carries 0.217; number 16, O, carries -0.616; number 17, H, carries 0.309; number 18, H, carries 0.301; number 19, O, carries -0.642; number 20, H, carries 0.305; number 21, H, carries 0.328


The following is a DFT calculation (wB97M-V/def2-TZVPD) of a 3-piece molecular cluster, C3H14N2O2 overall.

**Frontier orbital gap (spin up / spin down)**: 9.44 / 3.89 eV
**Multiplicity**: 2
**HOMO level (spin up / spin down)**: -13.3 / -13.2 eV
**Charge**: +1

XYZ file:
```
21
Properties=species:S:1:pos:R:3:forces:R:3
N 3.0150 -1.1329 -0.3505 -0.473 -0.703 -0.166
C 1.9394 -0.4465 -1.0616 0.649 0.497 0.229
C 1.0958 0.2850 -0.0227 0.108 0.540 -0.052
C -0.0763 1.0099 -0.6554 -0.411 -0.694 0.813
N -0.9530 1.5212 0.3516 1.391 1.492 -0.729
H 3.5823 -1.6766 -0.9923 0.177 0.309 -0.154
H 2.6265 -1.8492 0.2568 -0.064 0.123 0.184
H 1.3281 -1.0272 -1.7631 0.013 -0.223 0.182
H 2.4486 0.3468 -1.6345 -0.344 -0.264 -0.179
H 0.7094 -0.3144 0.8161 0.213 -0.322 -0.442
H 1.7777 1.0223 0.4110 -0.127 0.041 0.234
H -0.6810 0.3624 -1.3002 0.002 0.006 -0.518
H 0.1990 1.9159 -1.2395 -0.055 -0.139 -0.273
H -0.4373 1.7431 1.2063 -0.547 -0.154 0.411
H -1.6442 2.2206 0.0626 -0.334 -0.387 0.238
H -2.2832 0.9860 3.1515 -0.076 -0.019 0.087
H -2.2746 0.6090 1.6501 -0.249 -0.127 0.297
O -2.6700 0.3879 2.5022 0.148 -0.014 -0.233
H -2.7792 -1.2457 -0.3838 -0.331 -0.064 -0.094
H -2.3615 -2.6647 -0.1430 -0.051 -0.232 -0.156
O -2.5614 -2.0529 -0.8616 0.361 0.334 0.324
```
Forces are in eV/Å.

In the Mulliken picture, each atom carries the following charge in e: number 1, N, carries -0.564; number 2, C, carries -0.695; number 3, C, carries -0.611; number 4, C, carries -0.341; number 5, N, carries -0.234; number 6, H, carries 0.262; number 7, H, carries 0.223; number 8, H, carries 0.407; number 9, H, carries 0.307; number 10, H, carries 0.456; number 11, H, carries 0.336; number 12, H, carries 0.370; number 13, H, carries 0.290; number 14, H, carries 0.372; number 15, H, carries 0.315; number 16, H, carries 0.320; number 17, H, carries 0.378; number 18, O, carries -0.592; number 19, H, carries 0.288; number 20, H, carries 0.338; number 21, O, carries -0.625


The following is a DFT calculation (wB97M-V/def2-TZVPD) of C3H14N2O2S as an isolated structure.

**Frontier orbital gap**: 3.64 eV
**HOMO level**: -8.6 eV

XYZ file:
```
22
Properties=species:S:1:pos:R:3:forces:R:3
N 0.3215 0.6547 -1.0404 1.700 -0.883 1.131
C 1.0123 1.0147 0.2386 -2.294 -0.769 -0.138
C 2.4259 0.4616 0.1747 -0.843 -1.534 0.966
S 2.3942 -1.3635 0.2781 -0.084 1.621 0.624
C 0.2473 0.3818 1.4878 -1.027 1.794 1.158
N -1.1235 1.0254 1.7516 0.956 -1.207 -2.035
H 0.6934 -0.2990 -1.2288 -1.104 0.927 -0.324
H 0.4780 -2.2317 -1.5222 1.333 0.844 -1.134
H 1.1342 -1.9167 -1.9204 -1.426 -1.144 0.749
H 1.0086 2.1026 0.3462 0.186 -0.051 0.096
H 2.7881 0.3296 -0.8536 0.140 0.753 -0.915
H 3.1647 1.0070 0.7739 0.076 -0.527 -0.163
H 0.8813 0.5145 2.3879 -0.397 0.303 -0.256
H 0.1817 -0.7299 1.4263 -0.145 0.036 -0.605
H -1.5422 1.1043 2.6780 0.851 -0.377 -0.250
H -1.8725 0.8177 1.0253 1.278 0.279 0.708
H -3.2216 0.8894 -1.5236 0.248 -0.457 0.194
H -0.7166 0.6488 -1.0047 0.214 0.117 -0.049
O -2.5756 0.5603 -0.8841 0.234 -0.278 0.600
H -1.9610 -2.5561 -0.9121 0.836 2.158 0.156
H -2.2255 -0.7563 -0.8228 0.706 -0.233 -0.634
O -1.4926 -1.6592 -0.8557 -1.440 -1.371 0.121
```
Forces are in eV/Å.

In the Mulliken picture, each atom carries the following charge in e: number 1, N, carries -0.487; number 2, C, carries 0.258; number 3, C, carries -0.823; number 4, S, carries 0.112; number 5, C, carries -0.611; number 6, N, carries -0.433; number 7, H, carries 0.127; number 8, H, carries -0.080; number 9, H, carries 0.136; number 10, H, carries 0.322; number 11, H, carries 0.462; number 12, H, carries 0.407; number 13, H, carries 0.430; number 14, H, carries 0.226; number 15, H, carries 0.236; number 16, H, carries 0.243; number 17, H, carries 0.150; number 18, H, carries 0.306; number 19, O, carries -0.896; number 20, H, carries 0.221; number 21, H, carries 0.368; number 22, O, carries -0.673


Short version: energy relative to the best compared isomer or geometry (same formula, charge and spin) = 88.5, 69.3, 17.2, 26.2, 30.6, 182.4 kcal/mol, in the order given.